Entry 1:
C20H15I2N3O4S5Ta as an isolated structure at a distorted geometry. Source: the Open Molecules 2025 dataset; level of theory: the ωB97M-V functional and the def2-TZVPD basis.

Geometry as XYZ:
```
50
Properties=species:S:1:pos:R:3:mulliken_charge:R:1
Ta -0.36 -0.40 1.53 1.32
I -3.90 3.11 0.57 0.16
C -3.60 1.30 -0.39 -0.40
C -4.36 0.96 -1.54 -0.31
C -4.16 -0.24 -2.18 -0.36
I -5.32 -0.68 -3.84 0.18
C -3.18 -1.15 -1.69 0.60
C -2.89 -2.43 -2.23 -0.54
C -1.92 -3.22 -1.67 -1.29
C -1.20 -2.75 -0.57 -0.07
N -1.43 -1.56 -0.05 0.00
C -2.44 -0.77 -0.57 0.52
C -2.67 0.43 0.09 0.72
O -1.91 0.65 1.20 -1.09
H -5.10 1.66 -1.90 0.39
H -3.44 -2.77 -3.09 0.27
H -1.70 -4.20 -2.07 0.44
H -0.40 -3.33 -0.11 0.60
S -0.22 -2.94 8.44 -0.17
C -0.23 -2.41 6.92 0.15
S -1.11 -3.19 5.63 -0.04
C -0.64 -2.08 4.37 0.29
C 0.15 -1.08 4.72 0.30
S 0.72 0.11 3.56 -0.33
S 0.63 -0.98 6.39 -0.04
S -1.20 -2.30 2.73 -0.37
C 4.16 1.80 0.59 -1.13
C 3.22 2.55 -0.35 -1.27
C 2.15 1.66 -1.03 2.46
C 1.22 2.51 -1.92 -1.31
C 0.10 1.71 -2.58 -1.03
C 2.87 0.62 -1.89 -0.20
O 3.55 0.93 -2.83 -0.55
N 2.71 -0.74 -1.56 0.08
C 1.93 -1.27 -0.56 0.40
O 1.79 -2.45 -0.38 -0.60
N 1.27 -0.32 0.25 -0.40
C 1.35 1.02 0.04 0.24
O 0.62 1.67 0.81 -0.79
H 4.88 2.48 1.02 0.48
H 4.71 1.02 0.06 0.30
H 3.62 1.33 1.41 0.23
H 3.78 3.02 -1.16 0.48
H 2.68 3.33 0.19 0.46
H 1.85 2.98 -2.67 0.49
H 0.80 3.30 -1.29 0.49
H 0.50 0.92 -3.23 0.29
H -0.52 2.35 -3.19 0.54
H -0.55 1.24 -1.83 0.12
H 3.21 -1.40 -2.13 0.28
```

Values from the calculation:
energy above the lowest of the compared OMol25 structures with the same formula, charge and spin = 52.9 kJ/mol
multiplicity = 1
largest force on an atom = 0.0263 hartree/bohr
frontier orbital gap = 5.381 eV
lowest unoccupied orbital energy = -5.11 eV
electronic energy = -105571.9386 eV
total charge = +1
HOMO = -0.38554 hartree

***

Entry 2:
C20H15I3N4ORu as an isolated structure. Source: the Open Molecules 2025 dataset; level of theory: the ωB97M-V functional and the def2-TZVPD basis.

Geometry as XYZ:
```
44
Properties=species:S:1:pos:R:3:lowdin_spin:R:1
Ru -0.03 0.14 0.26 0.82
N -2.77 1.93 0.40 0.00
C -1.72 2.55 1.07 0.00
C -2.02 3.73 1.77 0.00
C -1.01 4.37 2.45 0.00
C 0.28 3.85 2.41 0.00
C 0.49 2.69 1.71 0.00
N -0.50 2.03 1.06 0.00
C -2.80 1.10 -0.69 0.00
C -4.03 0.90 -1.33 0.00
C -4.08 0.12 -2.45 0.00
C -2.91 -0.46 -2.95 0.00
C -1.76 -0.25 -2.25 0.00
N -1.69 0.50 -1.12 0.02
H -3.67 2.35 0.60 0.00
H -3.03 4.11 1.76 0.00
H -1.23 5.28 2.99 0.00
H 1.10 4.33 2.91 0.00
H 1.47 2.23 1.65 0.00
H -4.92 1.38 -0.94 0.00
H -5.03 -0.03 -2.96 0.00
H -2.91 -1.05 -3.85 0.00
H -0.82 -0.69 -2.57 0.00
I 4.90 1.21 1.23 0.00
C 4.05 -0.47 0.38 0.02
C 4.86 -1.55 -0.03 0.00
C 4.32 -2.68 -0.59 0.02
I 5.60 -4.22 -1.16 0.00
C 2.92 -2.78 -0.77 0.00
C 2.23 -3.88 -1.32 0.01
C 0.87 -3.86 -1.44 0.00
C 0.16 -2.73 -1.00 0.01
N 0.76 -1.68 -0.48 -0.01
C 2.12 -1.69 -0.36 0.00
C 2.68 -0.52 0.22 -0.01
O 1.87 0.46 0.58 0.06
H 5.93 -1.48 0.11 0.00
H 2.80 -4.74 -1.65 0.00
H 0.33 -4.69 -1.85 0.00
H -0.92 -2.69 -1.05 0.00
I -1.95 -1.61 1.73 0.07
C -0.16 -0.52 2.14 -0.01
H 0.61 -1.21 2.47 0.00
H -0.41 0.21 2.89 0.00
```

Values from the calculation:
energy above the lowest of the compared OMol25 structures with the same formula, charge and spin = 0.0 kJ/mol
multiplicity = 2
largest force on an atom = 0.0088 hartree/bohr
frontier orbital gap (alpha / beta) = 7.092 / 7.027 eV
expectation value of S² = 0.76
lowest unoccupied orbital energy (alpha / beta) = -3.20 / -3.48 eV
electronic energy = -55871.1481 eV
total charge = +1
HOMO (alpha / beta) = -0.37826 / -0.38622 hartree

***

Entry 3:
C20H15LuN5O3S as an isolated structure at a distorted geometry. Source: the Open Molecules 2025 dataset; level of theory: the ωB97M-V functional and the def2-TZVPD basis.

Geometry as XYZ:
```
45
Properties=species:S:1:pos:R:3:mulliken_charge:R:1
Lu -0.41 -0.76 -0.56 1.54
S 1.53 -0.73 3.75 -0.45
C -0.17 -0.70 4.08 0.80
C -0.85 -0.69 5.30 -0.63
C -2.23 -0.68 5.28 -0.44
C -2.93 -0.68 4.07 -0.65
C -2.27 -0.69 2.86 -0.32
C -0.88 -0.70 2.88 -0.65
N -0.09 -0.71 1.74 -0.26
C 1.18 -0.73 2.00 1.01
C 2.28 -0.73 1.02 0.97
C 3.59 -0.81 1.53 -1.03
C 4.67 -0.77 0.68 -0.65
C 4.43 -0.66 -0.69 -0.59
C 3.13 -0.59 -1.16 -0.31
C 1.98 -0.64 -0.36 -0.31
H -0.30 -0.70 6.24 0.37
H -2.77 -0.68 6.22 0.36
H -4.02 -0.68 4.09 0.38
H -2.78 -0.72 1.90 0.53
H 3.78 -0.90 2.60 0.28
H 5.68 -0.83 1.07 0.35
H 5.27 -0.63 -1.38 0.36
H 3.00 -0.52 -2.24 0.29
N -0.46 1.07 -4.45 -0.20
C -0.43 -0.17 -5.08 -0.44
C -0.41 -1.10 -4.08 -0.78
N -0.41 -0.46 -2.88 -0.10
C -0.44 0.82 -3.11 0.53
C -0.44 1.85 -2.07 0.26
N -0.43 1.63 -0.77 0.00
C -0.42 2.87 -0.18 -0.61
C -0.44 3.84 -1.13 -0.59
N -0.46 3.18 -2.34 -0.16
H -0.49 1.95 -4.92 0.15
H -0.45 -0.26 -6.15 0.42
H -0.42 -2.17 -4.12 0.46
H -0.41 2.97 0.89 0.46
H -0.45 4.91 -1.06 0.41
H -0.47 3.62 -3.24 0.17
O -0.32 -2.69 -0.56 -1.09
O -3.01 -1.78 -2.48 -0.50
C -3.36 -1.26 -1.43 -0.22
O -2.64 -0.69 -0.54 -0.49
H -4.46 -1.18 -1.22 0.34
```

Values from the calculation:
energy above the lowest of the compared OMol25 structures with the same formula, charge and spin = 54.9 kJ/mol
multiplicity = 1
largest force on an atom = 0.0889 hartree/bohr
frontier orbital gap = 4.282 eV
lowest unoccupied orbital energy = 1.93 eV
electronic energy = -79035.2124 eV
total charge = -1
HOMO = -0.08628 hartree

***

Entry 4:
C20H16BCoN3O3 as an isolated structure at a distorted geometry. Source: the Open Molecules 2025 dataset; level of theory: the ωB97M-V functional and the def2-TZVPD basis.

Geometry as XYZ:
```
44
Properties=species:S:1:pos:R:3:lowdin_spin:R:1
Co 0.08 -0.76 -0.16 0.92
C 1.21 3.10 1.24 0.00
C 0.95 1.83 0.50 0.01
N 0.14 0.91 0.90 0.03
N -0.65 0.89 1.97 0.00
C -1.40 -0.21 1.90 0.00
O -1.42 -0.96 0.84 0.00
C -2.20 -0.63 3.06 0.00
C -2.10 0.05 4.28 0.00
C -2.73 -0.46 5.40 0.00
C -3.46 -1.64 5.31 0.00
C -3.58 -2.30 4.10 0.00
C -2.95 -1.80 2.97 0.00
C 1.54 1.49 -0.78 0.00
C 2.30 2.39 -1.53 0.00
C 2.63 2.10 -2.84 0.00
C 2.25 0.87 -3.37 0.00
C 1.58 -0.01 -2.55 0.01
N 1.22 0.27 -1.30 0.00
H 0.65 3.10 2.17 0.00
H 0.90 3.96 0.64 0.00
H 2.27 3.21 1.46 0.00
H -1.53 0.96 4.32 0.00
H -2.64 0.05 6.35 0.00
H -3.94 -2.04 6.19 0.00
H -4.15 -3.22 4.03 0.00
H -3.02 -2.31 2.02 0.00
H 2.58 3.33 -1.08 0.00
H 3.17 2.81 -3.45 0.00
H 2.48 0.61 -4.40 0.00
H 1.33 -1.01 -2.90 0.00
O 1.63 -1.34 2.08 0.00
B 0.95 -2.05 1.07 0.02
O 0.55 -3.29 1.60 0.01
C 0.89 -3.27 2.93 0.00
C 0.64 -4.22 3.90 0.00
C 1.04 -3.90 5.20 0.00
C 1.64 -2.69 5.50 0.00
C 1.91 -1.75 4.51 0.00
C 1.54 -2.08 3.22 0.00
H 0.15 -5.15 3.68 0.00
H 0.87 -4.62 6.00 0.00
H 1.91 -2.46 6.53 0.00
H 2.36 -0.79 4.73 0.00
```

Values from the calculation:
multiplicity = 2
largest force on an atom = 0.0393 hartree/bohr
frontier orbital gap (alpha / beta) = 6.491 / 7.022 eV
expectation value of S² = 0.77
lowest unoccupied orbital energy (alpha / beta) = -0.86 / -0.87 eV
electronic energy = -69916.4354 eV
total charge = 0
HOMO (alpha / beta) = -0.27001 / -0.28997 hartree

***

Entry 5:
C20H16BFeN10OS2 as an isolated structure at a distorted geometry. Source: the Open Molecules 2025 dataset; level of theory: the ωB97M-V functional and the def2-TZVPD basis.

Geometry as XYZ:
```
51
Properties=species:S:1:pos:R:3:lowdin_spin:R:1
Fe -0.26 0.28 0.59 1.16
C -2.42 -2.48 2.76 0.00
C -1.28 -2.14 2.04 0.00
N -1.51 -1.08 1.26 -0.01
N -2.79 -0.72 1.47 0.00
C -3.36 -1.54 2.36 0.00
B -3.36 0.52 0.75 0.00
N -2.88 0.46 -0.71 0.00
C -3.56 0.33 -1.85 0.00
C -2.66 0.27 -2.89 0.00
C -1.41 0.38 -2.28 0.00
N -1.56 0.50 -0.97 -0.01
N -2.70 1.74 1.44 0.00
C -3.22 2.88 1.90 0.01
C -2.19 3.65 2.41 0.00
C -1.05 2.87 2.22 0.00
N -1.37 1.71 1.65 -0.03
H -2.55 -3.28 3.44 0.00
H -0.32 -2.62 2.03 0.00
H -4.39 -1.40 2.63 0.00
H -4.55 0.57 0.82 0.00
H -4.63 0.30 -1.83 0.00
H -2.87 0.17 -3.94 0.00
H -0.43 0.38 -2.72 0.00
H -4.27 3.07 1.82 0.00
H -2.25 4.62 2.86 0.00
H -0.03 3.08 2.48 0.00
S 1.29 0.23 2.89 -0.14
C 1.98 -0.80 1.79 -0.01
N 1.28 -1.23 0.73 -0.01
C 2.04 -1.95 -0.12 0.00
C 1.59 -2.48 -1.35 0.00
C 2.48 -3.20 -2.11 0.00
C 3.80 -3.41 -1.67 0.00
C 4.26 -2.91 -0.47 0.00
C 3.38 -2.16 0.30 0.00
S 3.63 -1.35 1.80 0.00
H 0.58 -2.28 -1.68 0.00
H 2.17 -3.59 -3.06 0.00
H 4.47 -3.97 -2.30 0.00
H 5.28 -3.07 -0.16 0.00
N 2.50 2.94 -0.08 0.00
C 2.02 1.89 -0.81 0.00
O 1.04 1.25 -0.36 0.04
C 2.62 1.57 -2.04 0.00
C 2.10 0.51 -2.81 0.00
N 1.65 -0.35 -3.43 0.00
C 3.73 2.30 -2.49 0.00
N 4.63 2.96 -2.77 0.00
H 2.06 3.14 0.80 0.00
H 3.31 3.45 -0.37 0.00
```

Values from the calculation:
energy above the lowest of the compared OMol25 structures with the same formula, charge and spin = 117.5 kJ/mol
multiplicity = 2
largest force on an atom = 0.0439 hartree/bohr
frontier orbital gap (alpha / beta) = 5.719 / 7.008 eV
expectation value of S² = 0.93
lowest unoccupied orbital energy (alpha / beta) = -2.22 / -0.93 eV
electronic energy = -94684.7039 eV
total charge = 0
HOMO (alpha / beta) = -0.29181 / -0.29159 hartree

***

Entry 6:
C20H16Br2InN9O3S as an isolated structure at a distorted geometry. Source: the Open Molecules 2025 dataset; level of theory: the ωB97M-V functional and the def2-TZVPD basis.

Geometry as XYZ:
```
52
Properties=species:S:1:pos:R:3:mulliken_charge:R:1
In -0.94 -1.16 1.37 0.97
N -3.32 -2.56 3.03 -0.45
N -4.38 -1.70 3.32 -0.18
C -4.34 -0.41 2.94 0.58
N -5.36 0.40 3.20 -0.31
N -3.22 -0.03 2.34 -0.44
N -3.02 1.17 1.83 1.14
O -3.92 1.97 1.70 -0.76
O -1.87 1.40 1.48 -0.55
H -3.66 -3.36 2.49 0.26
H -2.89 -2.91 3.88 0.25
H -5.17 -2.03 3.87 0.16
H -6.17 0.10 3.73 0.18
H -5.33 1.33 2.80 0.23
N 1.05 0.14 -2.57 0.34
C -0.07 0.12 -3.29 0.96
C -0.30 -0.04 -4.65 -1.13
C -1.61 0.03 -5.07 -0.41
C -2.69 0.24 -4.16 -0.60
C -2.49 0.41 -2.83 -1.04
C -1.16 0.33 -2.34 0.33
N -0.71 0.37 -1.12 -0.01
C 0.71 0.32 -1.15 0.46
C 1.32 1.82 0.85 -0.48
C 1.86 2.90 1.49 -0.33
S 1.81 2.69 3.19 -0.12
C 1.08 1.16 2.93 -0.47
N 0.90 0.84 1.68 0.32
H 1.98 -0.04 -2.92 0.32
H 0.51 -0.21 -5.34 0.49
H -1.84 -0.08 -6.12 0.45
H -3.69 0.26 -4.57 0.45
H -3.31 0.59 -2.14 0.56
H 2.28 3.79 1.07 0.49
H 0.80 0.51 3.73 0.40
Br 4.00 -4.40 1.79 -0.04
C 3.88 -2.80 0.81 -0.63
C 4.93 -2.25 0.16 -0.30
C 4.84 -0.97 -0.47 0.28
Br 6.48 -0.30 -1.14 -0.09
C 3.66 -0.27 -0.59 1.16
C 3.63 1.05 -1.19 -0.63
C 2.63 1.93 -1.23 -1.28
C 1.26 1.73 -0.65 -0.72
N 1.23 -0.70 -0.34 -0.37
C 2.47 -0.93 -0.10 0.47
C 2.60 -2.09 0.87 0.33
O 1.71 -2.36 1.63 -0.46
H 5.89 -2.75 0.13 0.47
H 4.58 1.36 -1.61 0.34
H 2.79 2.89 -1.70 0.58
H 0.57 2.49 -1.03 0.85
```

Values from the calculation:
energy above the lowest of the compared OMol25 structures with the same formula, charge and spin = 496.8 kJ/mol
multiplicity = 1
largest force on an atom = 0.0359 hartree/bohr
frontier orbital gap = 5.282 eV
lowest unoccupied orbital energy = -8.11 eV
electronic energy = -196627.4561 eV
total charge = +2
HOMO = -0.49222 hartree